{
  "formula": "C53H45BaBrN7O2PS",
  "method": "ωB97M-V/def2-TZVPD",
  "orbital_gap_ev": 4.194,
  "homo_ev": -0.61,
  "e_tot_ev": -161078.580,
  "e_lumo_ev": 3.584,
  "charge": -2,
  "elements": ["C", "H", "C", "H", "O", "N", "H", "H", "C", "C", "H", "H", "H", "C", "H", "C", "C", "C", "C", "C", "S", "C", "H", "H", "N", "H", "H", "H", "C", "H", "H", "H", "H", "C", "C", "H", "H", "H", "C", "H", "H", "H", "C", "C", "N", "C", "N", "C", "C", "H", "H", "C", "H", "H", "C", "H", "H", "H", "C", "C", "P", "C", "H", "C", "C", "H", "C", "H", "C", "C", "H", "N", "H", "Br", "C", "C", "C", "C", "C", "H", "H", "H", "C", "C", "H", "H", "C", "C", "Ba", "N", "O", "H", "H", "C", "C", "C", "C", "C", "H", "C", "H", "C", "C", "H", "C", "N", "C", "C", "C", "C", "C"],
  "positions_angstrom": [[0.60606, -0.14536, -6.49762], [-2.93594, -2.86246, 0.04308], [-1.27274, 2.60504, 3.56248], [-2.52814, 4.26834, 3.06458], [-0.99094, 1.14284, -2.86812], [-3.22604, 0.16014, -2.01072], [1.08046, 1.96264, -1.64432], [0.86916, 4.76854, 0.59728], [-1.71684, 3.68624, 2.63328], [-1.67824, 1.24534, 5.51458], [-6.34504, -0.20286, 3.32468], [-4.08374, -2.22206, 4.73748], [2.86666, 1.85704, 3.86158], [-6.10534, -0.71686, 0.00888], [0.20806, -1.84136, 1.47358], [-0.12104, 1.86374, 3.28688], [1.74306, -0.35606, 1.41588], [-2.03224, 2.28974, 4.68118], [2.73086, 6.25234, 2.98238], [1.99136, 6.11764, 1.82188], [-0.63464, -2.21916, -1.86672], [3.89606, -6.53786, -2.72942], [-2.06954, 3.22544, 1.71058], [-0.27164, -0.33016, 5.86658], [-2.35394, -2.16706, 1.86558], [-6.67784, -1.13036, -0.81452], [1.82236, 6.96944, 1.17698], [3.68556, 2.47814, 1.48418], [1.80796, -7.50596, -3.39102], [3.88706, -4.40816, -2.41902], [3.60476, -8.64046, -3.08242], [1.21346, -8.37146, -3.65552], [-0.32764, -0.16866, 1.94928], [2.80496, -1.25496, 1.09188], [-1.25934, 0.13854, -4.99732], [1.08436, 0.20174, 3.88988], [4.86876, -1.54286, 0.68608], [3.14836, 7.21134, 3.25738], [3.32196, -5.28626, -2.69262], [3.50136, 2.98714, 5.07008], [-7.60314, -1.22596, 1.46258], [-2.29144, 1.00874, 6.37518], [1.21786, -6.26326, -3.36312], [-1.62504, -0.50076, -7.29022], [1.88916, -2.76116, -2.56402], [-4.67644, 0.34014, 2.10518], [1.33446, -3.92786, -2.95582], [2.95646, 1.04804, -2.11832], [2.13406, 2.13704, -1.79342], [-5.12584, -0.50816, -2.38082], [-1.92134, -1.47846, 3.73518], [-4.05494, 0.34484, 0.82668], [1.99636, 4.24654, -1.54602], [0.30806, -3.89846, -3.00982], [-6.63894, -0.76516, 1.27768], [5.86486, 2.75374, -2.54642], [-3.17694, -0.26606, -5.82842], [4.94456, -6.65016, -2.47782], [2.65996, 2.76764, 4.41688], [1.46006, 4.88154, 1.49888], [0.78736, 2.22064, 1.71748], [0.44566, -0.79366, 1.54018], [5.44986, 0.84804, 0.97018], [4.09216, -0.83356, 0.94558], [2.93346, 5.15144, 3.79288], [0.17116, -6.14336, -3.60972], [-3.86354, -2.39696, 3.69508], [2.54976, -2.29546, 0.94268], [-0.55054, 0.49764, 5.22978], [-4.76324, -3.02526, 2.85568], [3.51316, 5.26224, 4.70168], [-2.94364, 0.02834, -3.33042], [-0.89274, 4.35384, 2.39218], [-6.41304, -3.66586, 3.56288], [-2.11974, -0.21556, -6.03162], [2.65106, 3.41184, -1.75432], [-4.46764, -3.21026, 1.52098], [3.15026, -7.65986, -3.07002], [0.22006, 0.80424, 4.12228], [-4.11214, 0.76804, 2.92378], [4.39726, 4.64444, -1.95202], [-2.92594, 2.86454, 4.89018], [-4.84404, -0.17776, -0.25992], [-2.66644, -1.97906, 3.13188], [-2.30834, -0.76576, -8.08922], [0.77796, 0.40174, -4.43062], [4.42676, 0.51864, 1.10098], [-3.23714, -2.74486, 1.07438], [-1.17314, 0.44564, -0.70332], [1.44636, -0.63436, -1.75262], [-2.87374, 0.79204, 0.67808], [0.12446, -0.68046, -8.52282], [-5.16484, -3.68756, 0.85148], [1.65036, 3.76374, 2.30828], [3.43206, 1.42574, 1.40528], [-0.26084, -0.46236, -7.53292], [-5.91774, -0.20186, 2.32718], [0.11006, 0.15774, -5.24322], [1.67576, -0.14226, -6.66222], [-1.74154, 0.47604, -3.63002], [1.77946, 2.59474, 5.03428], [1.95836, -5.12436, -2.99602], [1.03836, -1.88196, -2.10642], [4.94186, 0.45404, -2.64902], [4.31096, 1.29404, -2.40042], [2.50166, -0.21446, -2.34212], [3.99586, 3.64044, -2.00082], [-4.40114, -0.18206, -1.62352], [2.11856, 1.02144, 1.61328], [2.40786, 3.90404, 3.47898], [4.82006, 2.57024, -2.32672]],
  "lowdin_charge": [-0.088, 0.091, -0.278, 0.075, -0.377, -0.212, 0.052, 0.088, -0.060, -0.110, 0.096, 0.098, 0.065, -0.085, 0.030, -0.319, -0.393, -0.071, -0.107, -0.104, 0.506, -0.124, 0.071, 0.097, 0.102, 0.100, 0.092, 0.098, -0.130, 0.096, 0.078, 0.090, -0.023, -0.084, -0.137, 0.103, 0.087, 0.090, -0.037, 0.074, 0.081, 0.091, -0.044, -0.111, 0.046, -0.031, -0.048, -0.271, -0.025, 0.116, 0.102, -0.410, 0.093, 0.034, -0.159, 0.092, 0.098, 0.091, -0.043, -0.132, 1.099, -0.195, 0.073, -0.134, -0.063, 0.104, -0.119, 0.102, -0.109, -0.691, 0.101, 0.034, 0.051, 0.698, -0.040, -0.090, -0.106, -0.148, -0.119, 0.104, 0.091, 0.101, -0.165, -0.126, 0.088, 0.099, -0.160, -0.121, 1.829, -0.008, -0.444, 0.087, 0.104, -0.308, -0.157, -0.119, -0.139, -0.016, 0.097, -0.581, 0.079, -0.253, -0.858, 0.108, -0.029, 0.101, -0.101, -0.110, -0.384, -0.257, -0.106]
}

=====

{
  "formula": "C4H4FeO12",
  "method": "ωB97M-V/def2-TZVPD",
  "orbital_gap_ev": [8.316, 8.239],
  "homo_ev": [-5.34, -5.27],
  "e_tot_ev": -63172.522,
  "e_lumo_ev": [2.975, 2.973],
  "charge": -1,
  "multiplicity": 6,
  "elements": ["H", "C", "O", "O", "O", "O", "O", "O", "C", "O", "O", "C", "H", "O", "H", "H", "C", "O", "Fe", "O", "O"],
  "positions_angstrom": [[2.02059, -3.52285, -1.98262], [-0.09601, -0.88534, 2.72860], [1.48903, -1.60251, -0.50040], [1.66207, 1.28454, -0.36898], [2.05610, 2.37974, -2.29871], [-0.37896, -1.84707, -0.99264], [-0.77140, 1.69871, 0.93657], [-2.05431, 0.58002, -0.11504], [-1.87464, 1.71942, 0.38804], [0.36163, 0.88803, -1.76380], [0.88332, -0.44699, 2.21026], [0.75543, -2.35715, -1.21127], [1.75573, 2.44623, -3.20808], [-0.84733, -1.12151, 1.80269], [-3.31867, 2.45946, -0.37831], [-1.20372, -1.37871, 4.02832], [1.35513, 1.54094, -1.54132], [-0.27289, -1.14438, 4.01224], [0.02254, -0.15778, 0.11644], [1.08203, -3.33390, -2.05343], [-2.62566, 2.80111, 0.19144]],
  "lowdin_spin": [0.001, 0.016, 0.081, 0.081, 0.007, 0.090, 0.071, 0.072, 0.014, 0.065, 0.073, 0.018, 0.001, 0.081, 0.001, 0.001, 0.014, 0.008, 4.291, 0.008, 0.006]
}